Record 1
Below is 2 unconnected molecules or ions with the total composition C4H5NO, with properties calculated with ωB97M-V with the def2-TZVPD basis set.

* energy: -285.24329 hartree
* relative energy (zero: lowest compared OMol25 entry of this formula, charge and spin): 449.75 kJ/mol
* SMILES: N#C[C@@H]1C=C1O.[H][H]
* gap between HOMO and LUMO: 10.34 eV

```
! RIJCOSX wB97M-V def2-TZVPD def2/J DEFGRID3
* xyz 0 1
N 2.79318 0.90524 0.59189
C 1.82627 0.27055 0.62250
C 0.54711 -0.41712 0.56279
C 0.10272 -1.00402 -0.76543
C -0.30731 0.18530 -0.48592
O -0.81686 1.32824 -0.90042
H 0.20536 -0.81279 1.52914
H 0.36114 -1.68533 -1.54809
H -0.81300 1.98872 -0.19331
H -2.11555 -0.09950 0.48520
H -1.83558 -0.69104 0.11318
*
```

=====

Record 2
Below is a molecular structure, C18H22CeIN3, with properties calculated with ωB97M-V with the def2-TZVPD basis set.

* energy: -1635.51267 hartree
* relative energy (zero: lowest compared OMol25 entry of this formula, charge and spin): 0.00 kJ/mol
* gap between HOMO and LUMO (alpha / beta): 3.86 / 3.83 eV

```
! RIJCOSX wB97M-V def2-TZVPD def2/J DEFGRID3
* xyz 2 1
C 1.98724 -1.80748 -3.15498
C -2.11935 0.86672 -2.13613
H 2.83310 -1.28393 -2.71290
H 1.30384 -1.12077 -3.69327
H 2.37483 -2.52644 -3.88771
H -1.99897 1.95867 -2.20019
H -2.20958 0.49536 -3.19409
H -3.04041 0.57561 -1.62070
C 3.01760 -0.53689 -0.27986
C 4.02863 -0.38002 0.66202
C 4.04216 0.76850 1.45329
C 3.04799 1.72175 1.24774
H 2.97864 -1.45182 -0.87595
H 4.76792 -1.17863 0.75008
H 4.80790 0.91823 2.21244
H 3.01468 2.62869 1.84521
N 2.02946 0.36648 -0.49052
C 2.01991 1.49026 0.30506
C 0.76223 2.25092 0.38923
N -0.35930 1.64381 -0.12481
C -1.55190 1.95982 0.44052
C -0.60958 3.83629 1.61582
C -1.72917 3.08384 1.24858
H -2.40597 1.32733 0.18524
H -2.75296 3.33467 1.52428
C 0.64633 3.39882 1.20127
H 1.56221 3.91242 1.49092
H -0.71840 4.73444 2.22516
Ce -0.13828 -0.21939 -1.88612
I 0.87692 -3.27469 -1.83534
C -2.61269 -2.52954 -1.70146
C -2.26531 -2.19850 -0.31046
C -2.89410 -2.67194 0.85823
C -2.20263 -2.11047 1.94769
C -1.15939 -1.33047 1.41370
C -0.14367 -0.59610 2.17724
N -1.22706 -1.35616 0.02992
H -2.96739 -1.64978 -2.26442
H -3.42233 -3.27117 -1.67994
H -1.76541 -2.99684 -2.24205
H -3.74785 -3.33674 0.85153
H -2.40168 -2.21974 3.00524
H -0.38512 0.47360 2.24144
H -0.13767 -0.98422 3.20705
H 0.86459 -0.71449 1.76203
*
```

=====

Record 3
Below is a molecular structure, C51H64As2N6OS6TeTi, with properties calculated with ωB97M-V with the def2-TZVPD basis set.

* energy: -10363.80632 hartree
* relative energy (zero: lowest compared OMol25 entry of this formula, charge and spin): 171.96 kJ/mol
* gap between HOMO and LUMO (alpha / beta): 3.80 / 3.80 eV

```
! RIJCOSX wB97M-V def2-TZVPD def2/J DEFGRID3
* xyz -1 2
Ti -1.03922 0.61284 -1.51740
S -3.45465 2.26873 -5.42053
As -2.96961 0.85919 -3.87994
S -3.13418 1.83959 -1.85177
S -0.75746 0.43517 -3.95505
S -4.20286 -0.87182 -4.07521
C 3.35415 -2.08137 -4.59522
C 1.99541 -1.35830 -4.41092
N 2.06945 -0.47580 -3.26291
C 2.33056 -1.22491 -2.04743
C 3.69883 -1.94906 -2.14593
N 4.27799 -1.60651 -3.49739
C 4.48609 -0.12034 -3.59631
C 3.08814 0.54110 -3.44921
H 3.83565 -1.84598 -5.54354
H 3.26707 -3.16223 -4.49759
H 1.19057 -2.07375 -4.24302
H 1.73118 -0.77303 -5.28998
H 1.54530 -1.94866 -1.90438
H 2.30890 -0.54122 -1.20448
H 3.59647 -3.03388 -2.10509
H 4.40903 -1.62007 -1.38544
H 5.17295 -2.07220 -3.60220
H 4.96528 0.08272 -4.55314
H 5.15420 0.16665 -2.78535
H 2.84021 1.14161 -4.32429
H 3.08861 1.18649 -2.57342
C 0.25932 3.57776 1.26732
As -0.64942 1.85742 1.09199
C -0.01801 1.25195 2.84628
C -2.49170 2.41555 1.60775
C -2.61319 3.35344 2.76733
C -2.45234 4.73158 2.60536
C -2.52506 5.59614 3.68822
C -2.78064 5.10442 4.96358
C -2.97361 3.74121 5.13705
C -2.88867 2.87871 4.05090
H 0.16502 3.95305 2.28614
H -0.14827 4.30922 0.57368
H 1.31386 3.42364 1.03122
H 1.06748 1.38523 2.85361
H -0.24792 0.20581 3.02525
H -0.45233 1.87829 3.62656
H -3.01883 1.47867 1.79519
H -2.91539 2.84706 0.70137
H -2.27907 5.12612 1.61032
H -2.38148 6.65961 3.53694
H -2.83436 5.77789 5.81035
H -3.19509 3.34511 6.12117
H -3.05108 1.81608 4.19356
C -0.23127 -7.07250 6.44828
C -0.43698 -5.97295 5.43728
C 0.06568 -4.69912 5.64383
C -0.09305 -3.68980 4.69270
C 0.49727 -2.32864 5.00127
C -0.77794 -3.94468 3.49376
Te -0.64201 -2.47735 1.89951
N -0.32297 -1.00327 -0.37027
C -1.02328 -1.58638 -1.29196
O -2.10392 -0.96128 -1.69575
C -0.70488 -2.89019 -1.98979
C -1.44130 -3.21583 -3.12154
C -1.18811 -4.41209 -3.79191
C -0.21194 -5.28374 -3.32771
C 0.51547 -4.95989 -2.18534
C 0.26562 -3.76225 -1.52143
C -2.72970 -2.37528 1.54841
C -3.25509 -2.84984 0.35587
C -4.59151 -2.66220 0.03403
C -5.42505 -2.03371 0.94326
C -4.91597 -1.60156 2.16280
C -3.56909 -1.74666 2.48359
C -3.07697 -1.23701 3.81686
C -1.29003 -5.23592 3.27448
C -2.00731 -5.60831 2.00082
C -1.12014 -6.21586 4.24996
H 0.24187 -6.69247 7.35451
H 0.40370 -7.86242 6.04116
H -1.18090 -7.53288 6.72821
H 0.60272 -4.48158 6.56298
H 0.86572 -2.28950 6.02787
H -0.23859 -1.53456 4.86130
H 1.33452 -2.09291 4.33628
H -2.21048 -2.52298 -3.46865
H -1.76796 -4.65674 -4.67453
H -0.03228 -6.22365 -3.83736
H 1.26661 -5.64285 -1.80190
H 0.81027 -3.51139 -0.61691
H -2.62103 -3.37400 -0.34808
H -4.95917 -2.98496 -0.93162
H -6.47023 -1.87721 0.70671
H -5.57529 -1.12404 2.88041
H -3.91873 -0.92213 4.43635
H -2.40695 -0.38360 3.68947
H -2.52306 -2.00909 4.35392
H -1.42165 -5.31607 1.12481
H -2.96890 -5.09936 1.92164
H -2.18260 -6.68437 1.95974
H -1.52177 -7.20886 4.06578
N -0.14975 2.70543 -1.86151
S 1.13051 3.27255 -2.54490
C 0.72506 4.20497 -4.01828
C -0.47766 3.95338 -4.64417
C -0.76940 4.62311 -5.83085
C 0.13996 5.51477 -6.37151
C 1.36044 5.74900 -5.73662
C 1.66338 5.08816 -4.55950
C 1.78793 4.65135 -1.59337
C 3.04304 4.51076 -1.03848
C 3.55645 5.52551 -0.22851
C 2.79852 6.65382 0.01783
C 1.53086 6.78455 -0.54359
C 1.02467 5.78057 -1.35324
H -0.91939 3.37295 -1.80879
H -1.20371 3.25370 -4.24574
H -1.72225 4.40224 -6.29812
H -0.09374 6.03362 -7.29412
H 2.07213 6.45000 -6.15665
H 2.60797 5.27342 -4.05978
H 3.62008 3.61031 -1.22874
H 4.54161 5.42318 0.20943
H 3.18953 7.43843 0.65386
H 0.93722 7.66816 -0.34553
H 0.04367 5.87700 -1.80734
N 2.70212 -1.15932 1.52913
C 3.67286 -0.30729 1.15444
N 4.95027 -0.80515 1.31047
S 3.42706 1.16379 0.43958
H 2.87194 -1.68199 2.37798
H 1.74779 -0.82117 1.46399
H 5.10491 -1.37659 2.13216
H 5.63728 -0.06821 1.24336
*
```

=====

Record 4
Below is 5 unconnected molecules or ions with the total composition CH9O6, with properties calculated with ωB97M-V with the def2-TZVPD basis set.

* energy: -494.82012 hartree
* relative energy (zero: lowest compared OMol25 entry of this formula, charge and spin): 98.30 kJ/mol
* gap between HOMO and LUMO (alpha / beta): 10.64 / 6.03 eV

```
! RIJCOSX wB97M-V def2-TZVPD def2/J DEFGRID3
* xyz 0 2
O -0.29166 -0.39181 0.58268
C -0.49304 0.44845 1.50125
O 0.46663 1.07949 2.02430
H -1.45230 0.90343 1.57758
H -1.49911 -1.74524 -1.46037
H -1.92480 -2.18902 -0.05262
O -1.94743 -2.44890 -0.96563
H 1.49840 -1.09072 0.53780
H 1.21516 -2.18679 -0.42267
O 1.94038 -1.62712 -0.13586
H -2.28606 0.43671 -2.02616
H -1.31508 0.46898 -0.65017
O -1.75784 0.92976 -1.39079
H 1.33331 2.04946 -1.16007
H 2.16309 1.65823 -0.07870
O 2.23888 2.29816 -0.81228
*
```

=====

Record 5
Below is a molecular structure, C2H35O16V, with properties calculated with ωB97M-V with the def2-TZVPD basis set.

* energy: -2244.81073 hartree
* relative energy (zero: lowest compared OMol25 entry of this formula, charge and spin): 86.34 kJ/mol
* gap between HOMO and LUMO (alpha / beta): 7.53 / 7.73 eV

```
! RIJCOSX wB97M-V def2-TZVPD def2/J DEFGRID3
* xyz 1 4
V 12.30889 27.48664 9.12054
C 14.07964 28.19914 12.81116
C 12.98730 28.75086 11.89754
O 13.34450 28.76211 10.51878
H 14.86227 28.92787 13.03642
H 14.61792 27.38683 12.31889
H 13.70909 27.80984 13.75845
H 12.69769 29.74465 12.25533
H 12.10563 28.09032 11.96968
O 11.80701 29.01735 15.58887
H 11.80119 28.34191 14.90238
H 11.93892 29.87275 15.11453
O 10.52068 28.62621 9.50498
H 10.30114 29.16731 10.29324
H 9.95204 28.94237 8.78854
O 16.48706 26.85701 15.88527
H 17.39446 26.61922 16.10586
H 16.54925 27.64548 15.31175
O 12.07507 25.95412 10.66748
H 11.35723 25.30582 10.70946
H 12.76306 25.63652 11.28252
O 12.90169 28.98318 7.71904
H 13.56410 29.64925 7.98882
H 12.77793 29.09913 6.76611
O 17.46009 28.36006 11.52771
H 17.51916 28.47936 12.49837
H 17.50729 27.40642 11.40184
O 14.94955 31.86119 13.24961
H 15.81972 32.26831 13.32252
H 15.08047 31.15773 12.58514
O 9.33734 28.71962 12.26556
H 9.28632 28.29476 13.13393
H 8.60941 28.32458 11.76657
O 12.24294 31.50396 14.28098
H 13.17720 31.77790 14.34148
H 12.13664 31.29078 13.34822
O 10.27074 31.35788 11.52628
H 9.99778 30.70122 12.18876
H 9.45193 31.61686 11.08515
O 17.53409 28.93857 14.31581
H 17.76026 29.84481 14.05419
H 18.30846 28.63259 14.81171
O 15.13782 25.02573 12.89060
H 14.66164 24.96273 13.73153
H 15.88352 25.60688 13.07888
O 15.73322 30.36798 10.57958
H 16.31402 29.61989 10.84919
H 14.82680 29.99121 10.60770
O 12.76270 32.11092 10.46820
H 11.94722 31.88749 10.96802
H 13.27947 31.29583 10.47472
O 12.09862 25.62388 14.22563
H 12.27026 24.93636 13.57259
H 11.20356 25.44130 14.54188
*
```

=====

Record 6
Below is C2H2N2O2S in the gas phase, with properties calculated with ωB97M-V with the def2-TZVPD basis set.

* energy: -735.34819 hartree
* relative energy (zero: lowest compared OMol25 entry of this formula, charge and spin): 627.72 kJ/mol
* SMILES: C=[N+]([O-])ON=C=S
* gap between HOMO and LUMO: 8.43 eV

```
! RIJCOSX wB97M-V def2-TZVPD def2/J DEFGRID3
* xyz 0 1
C 1.20617 0.57271 -0.33358
N 1.29450 -0.68171 -0.03634
O 2.07249 -1.57010 0.13640
O -0.20678 -1.36539 0.17522
N -1.33694 -0.69779 0.36726
C -2.07481 0.24126 0.18734
S -3.19489 1.29437 0.19246
H 0.23942 1.03380 -0.38974
H 2.00084 1.17286 -0.29903
*
```

=====

| no. | F_max (eV/Å) |
| --- | --- |
| 1 | 1.3 |
| 2 | 4.5 |
| 3 | 1.4 |
| 4 | 4.1 |
| 5 | 3.6 |
| 6 | 3.9 |